Arrangement one

The following is a DFT calculation (wB97M-V/def2-TZVPD) of a structure of composition C3H7NO2.

Computed properties:
Highest occupied orbital energy = -9.130 eV
Charge = 0
Multiplicity = 1

Positions of all 13 atoms, in Å:
C  -0.944  1.225  -0.413
C  -0.756  -0.080  -0.073
N  -1.416  -1.137  0.106
O  -0.656  -2.250  0.462
C  1.328  -0.460  0.280
O  2.067  0.538  0.124
H  -1.280  1.939  0.335
H  0.492  1.958  -0.428
H  -1.085  1.502  -1.454
H  -1.331  -2.936  0.548
H  1.268  -1.232  -0.501
H  1.043  -0.784  1.292
H  1.271  1.715  -0.277

Arrangement two

The following is a DFT calculation (wB97M-V/def2-TZVPD) of an isolated molecule of C3H7NO2.

Computed properties:
Highest occupied orbital energy = -9.671 eV
Charge = 0
Multiplicity = 1
SMILES = COC(=O)CN

Positions of all 13 atoms, in Å:
C  2.254  0.100  -0.063
O  0.998  -0.494  0.273
C  -0.054  0.341  0.273
O  0.024  1.519  0.007
C  -1.362  -0.380  0.562
N  -2.275  -0.350  -0.573
H  2.920  -0.725  -0.315
H  2.648  0.654  0.793
H  2.142  0.782  -0.908
H  -1.847  0.118  1.407
H  -1.162  -1.414  0.848
H  -2.423  0.617  -0.848
H  -1.847  -0.815  -1.369

arrangement two ends up most stable, edging out the next structure by 633.0 kJ/mol.

Arrangement one

The following is a DFT calculation (wB97M-V/def2-TZVPD) of an isolated molecule of C3H7NO2.

Computed properties:
Highest occupied orbital energy = -9.941 eV
Charge = 0
Multiplicity = 1
SMILES = [H]/N=C/[C@@H](O)OC

Positions of all 13 atoms, in Å:
C  -0.389  0.372  0.076
C  0.634  1.145  0.907
C  -0.754  -1.912  -0.452
N  1.498  1.750  0.200
O  -0.308  0.848  -1.195
O  0.094  -0.975  0.181
H  -1.394  0.424  0.540
H  0.579  1.107  1.996
H  2.182  2.319  0.688
H  0.756  1.418  -1.126
H  -0.890  -1.686  -1.515
H  -0.272  -2.882  -0.340
H  -1.736  -1.928  0.039

Arrangement two

The following is a DFT calculation (wB97M-V/def2-TZVPD) of an isolated molecule of C3H7NO2.

Computed properties:
Highest occupied orbital energy = -9.850 eV
Charge = 0
Multiplicity = 1
SMILES = O=CNCCO

Positions of all 13 atoms, in Å:
O  -1.061  -0.916  1.337
C  -1.298  -0.696  -0.029
C  -0.545  0.501  -0.605
N  0.893  0.262  -0.634
C  1.660  0.451  0.466
O  1.271  0.952  1.505
H  -0.122  -0.775  1.519
H  -2.377  -0.539  -0.134
H  -1.027  -1.584  -0.624
H  -0.729  1.392  0.002
H  -0.878  0.718  -1.624
H  1.277  -0.307  -1.375
H  2.696  0.088  0.340

Arrangement three

The following is a DFT calculation (wB97M-V/def2-TZVPD) of an isolated molecule of C3H7NO2.

Computed properties:
Highest occupied orbital energy = -9.808 eV
Charge = 0
Multiplicity = 1
SMILES = CCNC(=O)O

Positions of all 13 atoms, in Å:
C  0.564  0.296  -0.836
N  -0.418  0.786  0.126
C  -1.322  -0.175  0.613
O  -2.338  0.388  1.341
O  -1.278  -1.324  0.175
C  1.682  -0.419  -0.147
H  0.089  -0.465  -1.389
H  0.923  1.073  -1.483
H  -0.533  1.680  0.369
H  -3.067  -0.175  1.133
H  2.337  -0.805  -0.918
H  1.254  -1.211  0.505
H  2.107  0.351  0.511

arrangement three ends up most stable, edging out the next structure by 28.6 kJ/mol.

Arrangement one

The following is a DFT calculation (wB97M-V/def2-TZVPD) of a structure of composition C3H7NO2.

Computed properties:
Highest occupied orbital energy = -9.138 eV
Charge = 0
Multiplicity = 1

Positions of all 13 atoms, in Å:
N  -1.189  -1.268  -1.225
C  -0.718  -0.093  -1.607
O  -0.692  0.612  -2.561
C  -0.314  0.872  0.001
C  0.957  0.263  0.558
O  0.596  -0.997  1.117
H  -0.648  -1.632  -0.436
H  -1.294  -0.143  -0.366
H  -1.027  1.022  0.829
H  -0.162  1.838  -0.478
H  1.703  0.138  -0.241
H  1.393  0.915  1.329
H  1.398  -1.459  1.391

Arrangement two

The following is a DFT calculation (wB97M-V/def2-TZVPD) of an isolated molecule of C3H7NO2.

Computed properties:
Highest occupied orbital energy = -10.153 eV
Charge = 0
Multiplicity = 1
SMILES = C=NOCOC

Positions of all 13 atoms, in Å:
C  -1.521  0.914  0.052
C  -0.646  -1.225  -0.013
C  2.387  0.397  -0.168
H  -1.982  0.645  1.073
H  -0.516  1.429  0.161
H  -2.229  1.638  -0.448
H  -1.211  -1.664  0.862
H  -0.396  -2.030  -0.712
H  2.442  0.707  0.865
H  3.137  0.568  -0.909
N  1.449  -0.409  -0.535
O  -1.456  -0.311  -0.724
O  0.544  -0.658  0.496

Arrangement three

The following is a DFT calculation (wB97M-V/def2-TZVPD) of an isolated molecule of C3H7NO2.

Computed properties:
Highest occupied orbital energy = -9.555 eV
Charge = 0
Multiplicity = 1
SMILES = O=CCNCO

Positions of all 13 atoms, in Å:
O  1.870  -1.676  -1.404
C  1.165  -1.427  -0.423
C  0.700  0.037  0.006
N  -0.293  0.059  1.107
C  -1.513  0.592  0.508
O  -1.520  1.966  0.173
H  1.081  -2.154  0.385
H  1.598  0.860  0.156
H  0.277  0.401  -1.031
H  -0.015  0.520  1.975
H  -2.329  0.323  1.112
H  -1.632  -0.068  -0.317
H  -1.840  2.174  -0.732

arrangement three ends up most stable, edging out the next structure by 86.5 kJ/mol.

Arrangement one

The following is a DFT calculation (wB97M-V/def2-TZVPD) of an isolated molecule of C3H7NO2.

Computed properties:
Highest occupied orbital energy = -9.255 eV
Charge = 0
Multiplicity = 1
SMILES = C/N=C(/O)OC

Positions of all 13 atoms, in Å:
C  -2.103  -0.035  -0.839
N  -1.370  -0.036  0.407
C  -0.109  -0.018  0.399
O  0.583  -0.020  1.558
O  0.678  0.004  -0.687
C  2.091  0.024  -0.495
H  -2.802  0.810  -0.836
H  -2.700  -0.953  -0.898
H  -1.466  0.033  -1.730
H  -0.106  -0.034  2.241
H  2.399  0.901  0.081
H  2.519  0.064  -1.497
H  2.430  -0.879  0.021

Arrangement two

The following is a DFT calculation (wB97M-V/def2-TZVPD) of an isolated molecule of C3H7NO2.

Computed properties:
Highest occupied orbital energy = -9.703 eV
Charge = 0
Multiplicity = 1
SMILES = [H]/N=C(/C)C(O)O

Positions of all 13 atoms, in Å:
C  -0.734  -0.008  0.056
C  0.669  0.502  -0.247
C  -0.906  -1.488  -0.012
N  -1.730  0.747  0.211
O  1.392  -0.136  0.845
O  0.701  1.885  -0.168
H  2.345  -0.029  0.738
H  1.597  2.213  -0.310
H  -1.508  1.741  0.201
H  1.007  0.146  -1.242
H  -1.930  -1.746  0.239
H  -0.239  -1.973  0.697
H  -0.663  -1.854  -1.008

Arrangement three

The following is a DFT calculation (wB97M-V/def2-TZVPD) of an isolated molecule of C3H7NO2.

Computed properties:
Highest occupied orbital energy = -10.896 eV
Charge = 0
Multiplicity = 1
SMILES = CC(C)[N+](=O)[O-]

Positions of all 13 atoms, in Å:
C  0.931  -1.065  -0.197
C  -0.057  -0.060  -0.355
C  0.246  1.209  0.495
H  1.932  -0.625  -0.527
H  0.893  -2.049  -0.962
H  0.789  -1.343  0.871
H  -0.087  0.272  -1.474
H  1.354  1.498  0.309
H  -0.546  2.028  0.008
H  -0.076  1.065  1.510
N  -1.415  -0.220  0.054
O  -1.684  -0.825  1.087
O  -2.281  0.116  -0.821

Arrangement four

The following is a DFT calculation (wB97M-V/def2-TZVPD) of an isolated molecule of C3H7NO2.

Computed properties:
Highest occupied orbital energy = -9.265 eV
Charge = 0
Multiplicity = 1

Positions of all 13 atoms, in Å:
O  0.885  1.005  0.565
C  0.102  1.174  -0.558
C  -0.504  -0.205  -0.954
N  -0.818  -0.845  0.318
C  0.219  -0.837  1.176
O  1.426  -1.191  0.819
H  1.641  -0.164  0.481
H  0.665  1.560  -1.421
H  -0.718  1.888  -0.359
H  0.237  -0.822  -1.469
H  -1.402  -0.141  -1.571
H  -1.687  -0.540  0.737
H  -0.046  -0.882  2.236

arrangement one ends up most stable, edging out the next structure by 12.9 kJ/mol.

Arrangement one

The following is a DFT calculation (wB97M-V/def2-TZVPD) of the ion C4H6N3 with charge +1.

Computed properties:
Highest occupied orbital energy = -13.475 eV
Charge = +1
Multiplicity = 1
SMILES = C#[N+]/C=N\N=C/C

Positions of all 13 atoms, in Å:
C  1.977  2.180  1.874
C  2.329  -0.127  1.128
C  -0.975  -0.911  0.332
C  -1.223  -0.751  -1.170
N  1.384  -0.881  0.768
N  0.180  -0.693  0.843
N  2.144  1.136  1.429
H  1.937  3.268  2.205
H  3.336  -0.527  1.022
H  -1.764  -0.944  1.017
H  -2.242  -1.077  -1.278
H  -0.625  -1.502  -1.595
H  -0.951  0.274  -1.615

Arrangement two

The following is a DFT calculation (wB97M-V/def2-TZVPD) of the ion C4H6N3 with charge +1.

Computed properties:
Highest occupied orbital energy = -14.886 eV
Charge = +1
Multiplicity = 1
SMILES = C[C@@H](C#[NH+])N=C=N

Positions of all 13 atoms, in Å:
C  -1.581  -0.792  0.076
C  -0.001  1.149  0.491
C  0.609  -0.136  0.576
C  1.658  -0.596  -0.444
N  -0.602  -0.949  0.802
N  -0.531  2.177  0.560
N  -2.537  -0.420  -0.522
H  1.175  -0.131  1.557
H  1.298  -0.767  -1.396
H  2.069  -1.587  -0.386
H  2.558  0.039  -0.563
H  -1.165  2.857  0.524
H  -2.950  -0.843  -1.276

arrangement two ends up most stable, edging out the next structure by 147.2 kJ/mol.

Arrangement one

The following is a DFT calculation (wB97M-V/def2-TZVPD) of an isolated molecule of C2H3BrN2O2.

Computed properties:
Highest occupied orbital energy = -9.658 eV
Charge = 0
Multiplicity = 1
SMILES = C/C(Br)=N\[N+](=O)[O-]

Positions of all 10 atoms, in Å:
C  -0.110  0.884  -0.329
C  0.873  -0.260  -0.213
N  0.817  -1.451  -0.238
N  0.407  -2.882  0.080
O  -0.369  -2.989  0.978
O  1.080  -3.594  -0.585
Br  2.771  0.468  0.035
H  -1.188  0.404  -0.453
H  0.203  1.760  -1.080
H  -0.030  1.299  0.667

Arrangement two

The following is a DFT calculation (wB97M-V/def2-TZVPD) of an isolated molecule of C2H3BrN2O2.

Computed properties:
Highest occupied orbital energy = -9.111 eV
Charge = 0
Multiplicity = 1
SMILES = O=NON/C=C/Br

Positions of all 10 atoms, in Å:
C  0.261  -1.067  -0.100
C  1.202  -0.233  0.272
N  -1.187  -0.714  0.035
N  -0.879  1.693  0.533
O  -1.048  2.859  0.383
O  -1.448  0.726  -0.393
Br  2.966  -0.593  0.242
H  0.553  -2.099  -0.210
H  -1.601  -1.358  -0.702
H  1.182  0.785  -0.062

arrangement one ends up most stable, edging out the next structure by 63.9 kJ/mol.